No. 1
{"formula": "C33H33BF6O2S", "method": "ωB97M-V with the def2-TZVPD basis set", "elements": ["C", "C", "C", "C", "C", "B", "C", "C", "C", "C", "F", "F", "F", "C", "C", "C", "F", "F", "F", "C", "O", "C", "C", "C", "C", "C", "C", "O", "S", "H", "H", "H", "H", "H", "H", "H", "H", "H", "H", "H", "H", "H", "H", "H", "H", "H", "H", "H", "H", "C", "C", "C", "C", "C", "C", "C", "C", "C", "C", "C", "C", "C", "C", "H", "H", "H", "H", "H", "H", "H", "H", "H", "H", "H", "H", "H"], "positions_angstrom": [[-3.407, 5.985, -3.730], [-2.780, 4.687, -3.422], [-2.669, 3.626, -4.257], [-2.024, 2.499, -3.667], [-1.652, 2.698, -2.390], [-0.931, 1.648, -1.431], [0.649, 1.921, -1.437], [1.206, 2.813, -0.554], [2.562, 3.061, -0.595], [3.171, 4.033, 0.389], [4.434, 4.312, 0.014], [2.428, 5.156, 0.396], [3.164, 3.465, 1.609], [3.351, 2.406, -1.517], [2.787, 1.508, -2.398], [3.637, 0.766, -3.404], [3.515, -0.554, -3.170], [3.190, 1.062, -4.639], [4.921, 1.146, -3.268], [1.431, 1.269, -2.358], [-1.454, 1.805, -0.033], [-2.262, 0.646, 0.175], [-2.274, 0.281, 1.662], [-3.679, 0.973, -0.306], [-1.589, -0.463, -0.749], [-0.318, -1.013, -0.094], [-2.542, -1.602, -1.125], [-1.204, 0.255, -1.923], [-2.060, 4.297, -1.889], [-3.772, 6.015, -4.756], [-4.251, 6.174, -3.066], [-2.692, 6.798, -3.601], [-3.042, 3.628, -5.270], [-1.851, 1.569, -4.185], [0.589, 3.319, 0.169], [4.410, 2.600, -1.554], [0.988, 0.565, -3.042], [-2.839, -0.632, 1.840], [-1.263, 0.148, 2.042], [-2.728, 1.086, 2.236], [-4.358, 0.137, -0.148], [-4.063, 1.839, 0.230], [-3.667, 1.220, -1.367], [-0.551, -1.588, 0.800], [0.221, -1.656, -0.787], [0.345, -0.196, 0.185], [-2.897, -2.130, -0.242], [-3.401, -1.224, -1.675], [-2.036, -2.316, -1.773], [-1.920, -2.403, 6.249], [-0.893, -2.484, 5.173], [0.375, -1.946, 5.369], [1.307, -1.955, 4.365], [1.030, -2.534, 3.109], [2.061, -2.461, 2.136], [2.314, -3.225, 0.974], [3.473, -2.911, 0.232], [3.814, -3.629, -0.884], [3.018, -4.679, -1.310], [1.899, -5.033, -0.575], [1.554, -4.335, 0.557], [-0.247, -3.109, 2.931], [-1.179, -3.066, 3.939], [-2.868, -2.842, 5.932], [-1.592, -2.921, 7.153], [-2.107, -1.359, 6.505], [0.626, -1.516, 6.324], [2.294, -1.554, 4.538], [2.820, -1.728, 2.357], [4.111, -2.113, 0.573], [4.712, -3.381, -1.425], [3.282, -5.232, -2.198], [1.312, -5.883, -0.882], [0.741, -4.693, 1.159], [-0.522, -3.555, 1.993], [-2.155, -3.493, 3.782]], "total_energy_ev": -66668.91706, "fmax_ev_per_a": 2.8, "charge": 0, "e_above_lowest_kcal_mol": 78.14, "lumo_ev": -3.80, "orbital_gap_ev": 2.7212}


No. 2
{"formula": "C5H3N3", "method": "ωB97M-V with the def2-TZVPD basis set", "elements": ["C", "C", "C", "C", "C", "H", "H", "H", "N", "N", "N"], "positions_angstrom": [[-0.846, 0.802, -0.098], [-1.909, -1.067, -0.026], [0.144, -0.323, -0.049], [1.559, -0.145, -0.075], [2.817, -0.186, -0.028], [0.312, 2.082, 0.151], [-2.601, -1.896, 0.087], [3.853, -0.159, -0.001], [-0.696, 2.092, 0.058], [-2.121, 0.231, -0.094], [-0.512, -1.429, 0.074]], "total_energy_ev": -9700.08435, "fmax_ev_per_a": 6.8, "smiles": "[H]/N=C1/N=CN=C1C#C", "charge": 0, "e_above_lowest_kcal_mol": 63.08, "lumo_ev": -1.79, "orbital_gap_ev": 8.4691}


No. 3
{"formula": "C31H79BFN5O4PSSi2", "method": "ωB97M-V with the def2-TZVPD basis set", "elements": ["C", "C", "C", "C", "Si", "O", "Si", "C", "C", "F", "B", "N", "O", "C", "O", "O", "P", "S", "H", "H", "H", "H", "H", "H", "H", "H", "H", "H", "H", "H", "H", "H", "H", "H", "H", "H", "H", "C", "C", "N", "C", "C", "C", "C", "H", "H", "H", "H", "H", "H", "H", "H", "H", "H", "H", "H", "H", "H", "H", "C", "C", "N", "C", "C", "C", "C", "H", "H", "H", "H", "H", "H", "H", "H", "H", "H", "H", "H", "H", "H", "H", "C", "C", "N", "C", "C", "C", "C", "H", "H", "H", "H", "H", "H", "H", "H", "H", "H", "H", "H", "H", "H", "H", "C", "C", "N", "C", "C", "C", "C", "H", "H", "H", "H", "H", "H", "H", "H", "H", "H", "H", "H", "H", "H", "H"], "positions_angstrom": [[-1.983, 6.329, 0.587], [-2.174, 5.341, -0.708], [-2.958, 6.204, -1.865], [-2.861, 3.881, -0.362], [-4.620, 4.177, 0.461], [-5.648, 4.788, -0.822], [-7.015, 5.708, -0.225], [-6.809, 6.460, 1.533], [-5.650, 7.631, 1.653], [-6.217, 8.955, 2.057], [-8.712, 4.764, -0.261], [-9.964, 5.658, -0.425], [-8.836, 3.289, -0.178], [-7.232, 7.213, -1.468], [-8.133, 7.094, -2.460], [-6.439, 8.451, -1.413], [-5.232, 2.163, 1.209], [-6.217, 1.166, -0.184], [-1.269, 7.213, 0.225], [-1.439, 5.828, 1.500], [-2.969, 6.859, 0.954], [-1.091, 5.109, -1.152], [-2.309, 7.135, -2.229], [-3.270, 5.525, -2.796], [-3.969, 6.686, -1.452], [-2.189, 3.396, 0.489], [-2.985, 3.186, -1.302], [-4.374, 5.103, 1.559], [-7.842, 7.004, 1.788], [-6.671, 5.661, 2.400], [-4.905, 7.259, 2.501], [-5.035, 7.668, 0.650], [-10.521, 5.362, -1.263], [-10.534, 5.665, 0.449], [-8.944, 3.004, -1.154], [-6.124, 2.238, 2.338], [-4.047, 1.380, 1.571], [-2.668, -0.766, -0.671], [-1.548, -1.753, -0.349], [-1.438, -2.073, 1.077], [-0.191, -2.762, 1.424], [0.038, -4.147, 0.830], [-2.644, -2.601, 1.720], [-3.264, -3.864, 1.133], [-2.579, 0.144, -0.068], [-2.617, -0.476, -1.724], [-3.657, -1.202, -0.499], [-0.612, -1.285, -0.679], [-1.681, -2.653, -0.958], [-0.105, -2.828, 2.516], [0.643, -2.119, 1.118], [-0.586, -4.902, 1.310], [1.080, -4.444, 0.992], [-0.141, -4.172, -0.249], [-3.408, -1.814, 1.712], [-2.446, -2.769, 2.786], [-3.355, -3.821, 0.044], [-4.276, -3.996, 1.535], [-2.698, -4.757, 1.402], [-5.843, -3.946, -6.887], [-5.993, -2.761, -5.937], [-5.531, -3.038, -4.574], [-5.954, -2.028, -3.599], [-5.414, -0.612, -3.772], [-4.147, -3.498, -4.436], [-3.045, -2.605, -4.995], [-6.325, -4.842, -6.482], [-6.316, -3.715, -7.847], [-4.792, -4.177, -7.088], [-7.062, -2.517, -5.904], [-5.485, -1.891, -6.368], [-5.713, -2.376, -2.587], [-7.049, -1.978, -3.622], [-4.364, -0.542, -3.484], [-5.971, 0.071, -3.120], [-5.527, -0.246, -4.796], [-4.063, -4.479, -4.920], [-3.931, -3.702, -3.380], [-3.268, -2.241, -6.003], [-2.109, -3.172, -5.058], [-2.851, -1.746, -4.349], [6.887, 0.553, 1.692], [5.941, -0.259, 2.573], [4.540, -0.192, 2.149], [3.603, -0.704, 3.154], [3.694, -2.183, 3.515], [4.258, -0.596, 0.769], [4.679, -1.996, 0.341], [6.551, 1.592, 1.602], [7.889, 0.562, 2.132], [6.974, 0.128, 0.687], [6.023, 0.154, 3.587], [6.301, -1.292, 2.625], [2.575, -0.480, 2.840], [3.745, -0.122, 4.072], [3.291, -2.817, 2.724], [3.098, -2.375, 4.414], [4.719, -2.495, 3.734], [4.744, 0.123, 0.097], [3.187, -0.472, 0.563], [5.699, -2.243, 0.649], [4.647, -2.071, -0.753], [4.003, -2.760, 0.729], [8.548, -3.472, 1.382], [9.785, -2.580, 1.449], [10.439, -2.579, 2.761], [11.424, -1.504, 2.919], [12.653, -1.536, 2.017], [10.849, -3.884, 3.285], [11.793, -4.724, 2.433], [7.837, -3.223, 2.178], [8.040, -3.333, 0.423], [8.805, -4.533, 1.466], [9.451, -1.561, 1.220], [10.477, -2.870, 0.651], [11.754, -1.465, 3.964], [10.908, -0.551, 2.755], [13.357, -2.312, 2.321], [13.181, -0.579, 2.089], [12.393, -1.684, 0.965], [9.945, -4.477, 3.471], [11.293, -3.756, 4.280], [11.485, -4.773, 1.384], [11.809, -5.754, 2.811], [12.819, -4.355, 2.479]], "total_energy_ev": -88341.22782, "fmax_ev_per_a": 7.2, "charge": -1, "lumo_ev": 1.71, "orbital_gap_ev": 6.0170}